## w
ORCA calculation (ωB97M-V/def2-TZVPD) on a structure of composition C47H46AsCl2CsN6OS2Se.

```
107
Properties=species:S:1:pos:R:3:mulliken_charge:R:1
Cs 0.78 -0.35 0.86 1.32
Cl -0.48 -2.92 2.56 -0.18
C -0.24 -4.27 1.44 0.31
C 0.05 -5.49 2.02 -0.94
C 0.26 -6.59 1.21 -0.34
C 0.17 -6.44 -0.17 -0.76
C -0.14 -5.20 -0.71 0.67
Cl -0.23 -5.11 -2.45 -0.15
C -0.37 -4.04 0.06 -0.57
S -0.79 -2.49 -0.62 -0.02
H 0.12 -5.57 3.10 0.40
H 0.49 -7.55 1.64 0.36
H 0.33 -7.28 -0.83 0.42
S -5.75 1.78 4.85 -0.15
C -4.27 1.35 3.96 0.25
C -4.22 0.18 3.22 -0.42
C -3.05 -0.13 2.54 -0.43
N -1.97 0.65 2.57 0.11
C -2.03 1.77 3.27 -0.51
C -3.15 2.17 3.98 -0.46
C -5.36 1.08 6.44 0.34
C -4.61 1.78 7.37 -0.16
C -4.33 1.19 8.59 -0.38
N -4.75 -0.03 8.93 -0.58
C -5.48 -0.69 8.04 -0.34
C -5.81 -0.18 6.79 -0.20
H -5.08 -0.48 3.16 0.43
H -2.97 -1.03 1.94 0.30
H -1.14 2.39 3.27 0.42
H -3.16 3.10 4.53 0.40
H -4.25 2.78 7.16 0.34
H -3.75 1.72 9.34 0.35
H -5.83 -1.68 8.33 0.35
H -6.41 -0.76 6.09 0.37
C 6.08 3.18 -2.62 -0.51
C 4.96 3.70 -3.26 -0.67
C 3.73 3.05 -3.16 -0.17
C 3.62 1.88 -2.42 0.03
C 4.74 1.37 -1.77 -0.45
C 5.97 2.01 -1.88 -0.63
As 1.96 0.86 -2.18 0.03
C 2.22 -0.48 -3.58 -0.26
C 1.53 -1.69 -3.45 -0.21
C 1.64 -2.66 -4.43 -0.39
C 2.45 -2.45 -5.54 -0.74
C 3.15 -1.26 -5.67 -0.69
C 3.04 -0.28 -4.69 0.14
C 0.72 2.04 -3.12 0.68
C 0.26 1.80 -4.41 -0.31
C -0.67 2.67 -4.99 -0.39
C -1.13 3.77 -4.29 -0.63
C -0.67 4.01 -3.00 -0.56
C 0.24 3.14 -2.42 -0.37
H 7.03 3.69 -2.70 0.38
H 5.03 4.61 -3.84 0.41
H 2.86 3.46 -3.66 0.38
H 4.67 0.46 -1.19 0.41
H 6.84 1.60 -1.38 0.42
H 0.90 -1.88 -2.58 0.42
H 1.10 -3.60 -4.31 0.30
H 2.54 -3.21 -6.30 0.41
H 3.79 -1.09 -6.53 0.40
H 3.60 0.64 -4.80 0.43
H 0.62 0.95 -4.97 0.53
H -1.03 2.47 -5.99 0.37
H -1.86 4.43 -4.74 0.35
H -1.04 4.86 -2.44 0.41
H 0.57 3.33 -1.40 0.24
C -4.27 -1.99 -1.15 -1.17
N -3.44 -1.81 -2.32 0.41
C -2.72 -0.70 -2.60 -0.43
Se -2.71 0.93 -1.76 -0.27
N -2.01 -0.99 -3.72 0.35
C -2.24 -2.29 -4.14 0.51
C -1.79 -3.02 -5.22 -0.84
C -2.27 -4.32 -5.36 -0.51
C -3.18 -4.85 -4.44 -0.80
C -3.64 -4.11 -3.36 -0.46
C -3.16 -2.82 -3.24 0.53
H -4.42 -1.01 -0.70 0.33
H -3.75 -2.65 -0.44 0.26
H -5.22 -2.43 -1.44 0.35
H -1.35 -0.33 -4.10 -0.03
H -1.08 -2.61 -5.93 0.46
H -1.94 -4.92 -6.19 0.39
H -3.53 -5.87 -4.57 0.38
H -4.33 -4.52 -2.64 0.43
C 3.34 3.01 5.09 -1.30
N 2.96 1.93 4.19 0.24
C 2.44 0.71 4.79 -0.98
C 2.74 2.10 2.87 0.16
O 2.06 1.28 2.24 -0.74
N 3.30 3.21 2.26 0.17
C 4.75 3.39 2.39 -1.04
C 2.81 3.49 0.92 -0.97
H 2.71 2.97 5.98 0.46
H 3.17 3.97 4.60 0.45
H 4.38 2.95 5.40 0.30
H 2.72 0.69 5.84 0.43
H 2.85 -0.17 4.30 0.31
H 1.35 0.65 4.71 0.29
H 5.05 3.64 3.40 0.31
H 5.04 4.22 1.74 0.41
H 5.29 2.50 2.07 0.30
H 1.75 3.27 0.86 0.24
H 3.33 2.90 0.16 0.32
H 2.96 4.55 0.71 0.41
```

Computed properties:
Kohn-Sham gap ... 6.4 eV
LUMO energy ... -0.07 eV



## x
ORCA calculation (ωB97M-V/def2-TZVPD) on a structure of composition C47H46AsCl2CsN6OS2Se.

```
107
Properties=species:S:1:pos:R:3:mulliken_charge:R:1
Cs -1.07 0.45 1.18 1.49
Cl -3.60 -1.47 1.85 0.19
C -4.55 -0.43 2.92 0.07
C -5.14 -1.11 3.97 -0.84
C -5.92 -0.40 4.88 -0.48
C -6.07 0.96 4.70 -0.75
C -5.45 1.60 3.64 0.38
Cl -5.71 3.32 3.52 -0.22
C -4.65 0.95 2.67 -0.14
S -3.93 1.80 1.34 -0.33
H -4.99 -2.17 4.06 0.40
H -6.39 -0.91 5.71 0.37
H -6.66 1.55 5.38 0.41
S 2.42 5.40 -4.28 -0.32
C 1.84 4.08 -3.27 0.44
C 0.79 4.21 -2.37 -0.54
C 0.38 3.10 -1.66 -0.77
N 0.93 1.89 -1.79 0.20
C 1.91 1.76 -2.68 0.10
C 2.40 2.82 -3.43 -0.96
C 2.48 6.75 -3.14 0.35
C 2.89 6.61 -1.82 -0.19
C 2.97 7.74 -1.03 -0.28
N 2.70 8.98 -1.46 -0.59
C 2.32 9.10 -2.72 -0.34
C 2.18 8.02 -3.60 -0.34
H 0.29 5.16 -2.22 0.49
H -0.43 3.16 -0.94 0.58
H 2.35 0.78 -2.79 0.12
H 3.23 2.65 -4.12 0.48
H 3.14 5.64 -1.41 0.45
H 3.28 7.66 0.01 0.35
H 2.09 10.10 -3.07 0.35
H 1.84 8.19 -4.61 0.39
C -0.16 -4.77 -4.60 -0.59
C 0.22 -5.25 -3.36 -0.65
C 0.49 -4.37 -2.32 -0.13
C 0.37 -2.99 -2.52 0.10
C -0.01 -2.52 -3.78 -0.85
C -0.27 -3.41 -4.82 -0.41
As 0.65 -1.64 -1.17 1.23
C 2.58 -1.39 -1.26 -0.44
C 3.13 -0.48 -0.36 0.11
C 4.49 -0.20 -0.40 -0.55
C 5.30 -0.79 -1.36 -0.74
C 4.75 -1.69 -2.26 -0.79
C 3.39 -2.00 -2.21 -0.26
C 0.56 -2.75 0.43 -0.06
C 1.64 -3.10 1.23 -0.56
C 1.44 -3.88 2.37 -0.56
C 0.17 -4.31 2.71 -0.76
C -0.92 -3.97 1.91 -0.63
C -0.72 -3.18 0.78 0.54
H -0.37 -5.47 -5.41 0.37
H 0.31 -6.32 -3.19 0.42
H 0.78 -4.74 -1.35 0.37
H -0.15 -1.45 -3.94 0.30
H -0.58 -3.03 -5.78 0.40
H 2.50 0.01 0.37 0.42
H 4.91 0.51 0.31 0.37
H 6.35 -0.56 -1.40 0.39
H 5.37 -2.16 -3.01 0.39
H 2.98 -2.70 -2.92 0.42
H 2.64 -2.77 0.97 0.45
H 2.29 -4.15 2.99 0.43
H 0.02 -4.92 3.59 0.38
H -1.92 -4.29 2.17 0.56
H -1.57 -2.90 0.17 -0.04
C -5.48 -0.42 -1.03 -0.89
N -4.55 -1.48 -1.37 0.45
C -3.40 -1.31 -2.06 -0.32
Se -2.69 0.26 -2.68 -0.20
N -2.80 -2.52 -2.15 0.33
C -3.57 -3.49 -1.53 0.69
C -3.37 -4.84 -1.31 -0.38
C -4.35 -5.51 -0.59 -0.74
C -5.47 -4.85 -0.10 -0.66
C -5.66 -3.49 -0.31 -0.67
C -4.69 -2.82 -1.03 0.03
H -4.92 0.48 -0.78 0.16
H -6.04 -0.72 -0.15 0.37
H -6.16 -0.24 -1.87 0.28
H -1.93 -2.65 -2.64 -0.14
H -2.49 -5.36 -1.69 0.47
H -4.23 -6.57 -0.41 0.42
H -6.21 -5.41 0.46 0.39
H -6.53 -2.98 0.08 0.44
C 2.93 1.55 5.17 -1.10
N 2.59 0.79 3.98 0.17
C 1.92 -0.47 4.28 -0.72
C 2.21 1.40 2.81 0.00
O 1.26 0.97 2.15 -0.35
N 2.93 2.48 2.38 0.30
C 4.35 2.64 2.64 -1.34
C 2.43 3.19 1.22 -1.07
H 2.05 1.63 5.83 0.36
H 3.24 2.56 4.93 0.39
H 3.73 1.06 5.72 0.31
H 2.53 -1.01 5.02 0.34
H 1.83 -1.07 3.39 -0.03
H 0.92 -0.31 4.71 0.35
H 4.75 1.79 3.19 0.45
H 4.56 3.56 3.20 0.29
H 4.89 2.69 1.69 0.43
H 1.35 3.31 1.29 0.31
H 2.67 2.68 0.28 0.24
H 2.89 4.19 1.21 0.50
```

Computed properties:
Kohn-Sham gap ... 6.3 eV
LUMO energy ... -0.04 eV



Relative energies, in eV, with the most stable structure set to zero: w 0.409; x 0.000.



## w
ORCA calculation (ωB97M-V/def2-TZVPD) on a cluster of 2 separate species, CH6P2S in total.

```
10
Properties=species:S:1:pos:R:3:nbo_charge:R:1
C 0.87 -0.76 -0.29 -0.91
P -1.71 1.05 0.30 0.01
P -0.81 -0.97 0.38 0.33
S 1.94 0.71 0.00 -0.02
H 1.55 -1.99 0.17 0.25
H 0.89 -1.02 -1.46 0.25
H -0.63 1.33 -0.49 -0.02
H -2.57 0.98 -0.78 0.00
H -0.38 -0.88 1.73 -0.02
H 0.85 1.55 0.43 0.14
```

Computed properties:
Kohn-Sham gap ... 9.6 eV
LUMO energy ... 0.70 eV



## x
ORCA calculation (ωB97M-V/def2-TZVPD) on an isolated molecule of CH6P2S.

```
10
Properties=species:S:1:pos:R:3:nbo_charge:R:1
C -0.05 -0.80 0.38 -1.17
P 1.68 -0.25 0.73 0.27
P -1.04 0.32 -0.48 0.87
S -0.15 1.20 -2.20 -0.25
H -0.79 -0.91 1.29 0.23
H 0.99 0.50 -2.18 0.19
H 1.94 -1.42 1.50 -0.01
H 1.69 0.61 1.80 -0.06
H -2.16 -0.52 -0.89 -0.04
H -2.10 1.26 0.04 -0.02
```

Computed properties:
SMILES ... PC=[PH2]S
Kohn-Sham gap ... 8.6 eV
LUMO energy ... 0.32 eV



Relative energies, in eV, with the most stable structure set to zero: w 0.000; x 0.393.



## w
ORCA calculation (ωB97M-V/def2-TZVPD) on an isolated molecule of CH4FNP2.

```
9
Properties=species:S:1:pos:R:3:nbo_charge:R:1
C 1.02 0.57 0.28 -0.14
N 2.10 0.46 -0.31 -0.61
F 0.70 -1.81 -0.20 -0.58
P -1.75 -0.12 -0.44 -0.02
P -0.10 -0.84 0.87 0.86
H 2.52 1.13 -0.91 0.37
H -2.31 -1.33 -0.31 -0.01
H -2.44 0.47 0.74 0.01
H 0.25 1.47 0.27 0.12
```

Computed properties:
SMILES ... [H]/N=C/P(F)#[PH2]
Kohn-Sham gap ... 9.5 eV
LUMO energy ... 0.60 eV



## x
ORCA calculation (ωB97M-V/def2-TZVPD) on a cluster of 2 separate species, CH4FNP2 in total.

```
9
Properties=species:S:1:pos:R:3:nbo_charge:R:1
C 2.26 -0.05 -0.06 0.61
N 2.35 -1.26 0.14 -0.72
F 3.24 0.69 -0.49 -0.32
P -1.06 -0.03 -0.70 0.00
P 0.18 1.45 0.22 0.08
H 1.54 -1.78 0.46 0.38
H -1.12 -0.83 0.44 -0.01
H -2.26 0.59 -0.35 -0.01
H 0.50 2.07 -0.99 -0.03
```

Computed properties:
Kohn-Sham gap ... 8.2 eV
LUMO energy ... -0.61 eV



Relative energies, in eV, with the most stable structure set to zero: w 0.000; x 1.486.



## w
ORCA calculation (ωB97M-V/def2-TZVPD) on a cluster of 2 separate species, C2H8 in total.

```
10
Properties=species:S:1:pos:R:3:nbo_charge:R:1
C 1.81 -2.73 3.12 -0.83
H 2.18 -1.73 3.39 0.21
H 2.37 -3.10 2.24 0.21
H 0.74 -2.68 2.87 0.21
H 1.96 -3.42 3.96 0.20
C 1.51 -1.30 1.36 -0.83
H 1.15 -2.30 1.08 0.21
H 1.36 -0.61 0.51 0.20
H 2.58 -1.35 1.61 0.21
H 0.95 -0.93 2.23 0.21
```

Computed properties:
SMILES ... C.C
Kohn-Sham gap ... 12.4 eV
LUMO energy ... 1.01 eV



## x
ORCA calculation (ωB97M-V/def2-TZVPD) on a cluster of 2 separate species, C2H8 in total.

```
10
Properties=species:S:1:pos:R:3:nbo_charge:R:1
C 9.15 -5.24 0.88 -0.85
H 9.66 -4.47 1.48 0.21
H 9.32 -5.04 -0.19 0.21
H 8.07 -5.22 1.09 0.21
H 9.56 -6.23 1.13 0.21
C 7.85 -7.68 3.06 -0.85
H 7.18 -8.15 3.80 0.21
H 7.37 -7.71 2.07 0.21
H 8.79 -8.24 3.03 0.21
H 8.04 -6.64 3.35 0.21
```

Computed properties:
SMILES ... C.C
Kohn-Sham gap ... 14.1 eV
LUMO energy ... 1.13 eV



Relative energies, in eV, with the most stable structure set to zero: w 1.557; x 0.000.



## w
ORCA calculation (ωB97M-V/def2-TZVPD) on a cluster of 2 separate species, C10H16O in total.

```
27
Properties=species:S:1:pos:R:3:nbo_charge:R:1
C -1.03 0.18 -1.64 -0.42
C -0.75 -0.54 -2.97 -0.60
C -2.24 -0.58 -1.06 -0.62
H -0.21 0.20 -0.87 0.22
H -1.22 1.18 -2.03 0.20
H -1.39 -1.26 -3.23 0.20
H 0.23 -0.92 -2.92 0.20
H -2.60 -1.50 -1.47 0.20
H -2.10 -0.79 -0.01 0.20
H -0.86 0.09 -3.83 0.20
H -3.08 0.15 -1.09 0.21
C 1.19 -2.17 1.18 -0.64
C 0.95 1.93 1.49 0.31
C 0.06 1.26 2.36 -0.30
C 1.87 1.40 0.54 -0.27
C 0.09 -0.08 2.13 -0.18
C 1.96 0.06 0.48 -0.19
C 1.12 -0.68 1.31 -0.07
O 1.01 3.29 1.44 -0.70
H -0.76 1.78 2.90 0.23
H 0.14 3.77 1.62 0.48
H 2.38 2.15 -0.09 0.24
H -0.65 -0.71 2.67 0.21
H 2.63 -0.44 -0.28 0.22
H 1.98 -2.39 0.55 0.22
H 0.34 -2.71 0.62 0.21
H 0.94 -2.69 2.18 0.23
```

Computed properties:
SMILES ... Cc1ccc(O)cc1.CCC
Kohn-Sham gap ... 8.8 eV
LUMO energy ... 0.78 eV



## x
ORCA calculation (ωB97M-V/def2-TZVPD) on a cluster of 2 separate species, C10H16O in total.

```
27
Properties=species:S:1:pos:R:3:nbo_charge:R:1
C -2.61 -0.22 1.90 -0.40
C -3.10 0.93 2.81 -0.60
C -3.40 -1.52 1.95 -0.62
H -2.49 0.23 0.91 0.19
H -1.57 -0.41 2.17 0.19
H -3.25 0.61 3.84 0.20
H -4.10 -1.49 2.79 0.21
H -4.04 1.33 2.42 0.20
H -2.35 1.72 2.78 0.20
H -4.01 -1.76 1.08 0.21
H -2.68 -2.32 2.13 0.21
C 0.89 2.57 0.41 -0.63
C 0.51 -0.97 -0.89 -0.25
C 1.61 -1.07 -1.73 0.28
C 0.34 0.18 -0.14 -0.19
C 1.20 1.28 -0.29 -0.03
C 2.51 -0.02 -1.88 -0.26
C 2.25 1.16 -1.20 -0.20
O 1.82 -2.31 -2.32 -0.71
H -0.18 -1.79 -0.74 0.22
H -0.57 0.31 0.43 0.21
H 3.44 -0.17 -2.42 0.23
H 1.55 -2.27 -3.25 0.48
H 1.80 3.16 0.53 0.22
H 0.35 2.40 1.34 0.22
H 2.88 2.03 -1.30 0.21
H 0.20 3.16 -0.21 0.22
```

Computed properties:
SMILES ... Cc1ccc(O)cc1.CCC
Kohn-Sham gap ... 9.7 eV
LUMO energy ... 0.91 eV



Relative energies, in eV, with the most stable structure set to zero: w 1.902; x 0.000.



## w
ORCA calculation (ωB97M-V/def2-TZVPD) on a cluster of 7 separate species, C7H28N14O7 in total.

```
56
Properties=species:S:1:pos:R:3:nbo_charge:R:1
C 0.24 4.60 2.05 0.77
O 1.00 3.86 2.65 -0.64
N 0.55 5.95 1.77 -0.87
N -1.11 4.24 1.83 -0.88
H -0.31 6.49 1.78 0.39
H 1.40 6.39 2.10 0.41
H -1.46 3.29 2.08 0.43
H -1.56 4.72 1.06 0.38
C 3.98 3.49 -0.92 0.80
O 3.58 2.44 -1.39 -0.67
N 3.15 4.43 -0.24 -0.86
N 5.28 3.92 -1.05 -0.85
H 3.72 4.88 0.49 0.38
H 2.21 4.26 0.07 0.41
H 6.00 3.34 -1.44 0.41
H 5.58 4.87 -0.89 0.40
C -2.48 -3.86 0.20 0.81
O -2.95 -2.80 0.47 -0.64
N -3.17 -5.08 0.29 -0.87
N -1.08 -4.09 -0.41 -0.88
H -4.01 -5.05 0.87 0.41
H -2.76 -5.92 -0.05 0.40
H -0.81 -4.96 0.00 0.35
H -0.41 -3.36 -0.22 0.42
C -3.58 0.29 -1.65 0.80
O -3.50 1.15 -0.81 -0.68
N -2.56 -0.70 -1.87 -0.84
N -4.75 0.10 -2.42 -0.87
H -2.55 -1.04 -2.77 0.37
H -1.64 -0.61 -1.44 0.42
H -4.91 -0.74 -2.96 0.40
H -5.50 0.73 -2.18 0.41
C -2.11 0.65 3.03 0.79
O -2.02 0.92 4.20 -0.62
N -2.75 1.43 2.09 -0.87
N -1.52 -0.66 2.57 -0.91
H -3.44 2.12 2.41 0.40
H -3.01 0.97 1.23 0.43
H -2.15 -1.31 2.12 0.41
H -1.16 -1.00 3.43 0.39
C 1.09 -0.60 -0.57 0.78
O 0.58 -1.70 -0.63 -0.76
N 0.46 0.25 0.28 -0.85
N 2.14 -0.19 -1.24 -0.83
H 0.89 1.11 0.53 0.38
H -0.13 -0.18 0.97 0.43
H 2.63 -0.83 -1.84 0.41
H 2.58 0.72 -1.05 0.44
C 2.84 -4.85 -1.99 0.79
O 2.83 -5.57 -2.97 -0.63
N 2.99 -5.45 -0.68 -0.88
N 2.68 -3.46 -2.03 -0.88
H 3.24 -6.43 -0.73 0.40
H 3.39 -4.87 0.02 0.39
H 2.00 -3.23 -1.31 0.41
H 2.31 -3.08 -2.89 0.39
```

Computed properties:
SMILES ... NC(N)=O.NC(N)=O.NC(N)=O.NC(N)=O.NC(N)=O.NC(N)=O.NC(N)=O
Kohn-Sham gap ... 10.1 eV
LUMO energy ... 0.51 eV



## x
ORCA calculation (ωB97M-V/def2-TZVPD) on a cluster of 7 separate species, C7H28N14O7 in total.

```
56
Properties=species:S:1:pos:R:3:nbo_charge:R:1
C 3.66 -1.86 1.67 0.71
O 3.64 -1.19 2.68 -0.67
N 2.69 -2.49 1.29 -0.80
N 4.67 -2.25 1.05 -0.81
H 3.02 -3.08 0.54 0.35
H 1.72 -2.27 1.48 0.43
H 5.48 -1.75 1.38 0.41
H 4.61 -2.53 0.08 0.37
C -0.94 -2.71 2.31 0.75
O -0.51 -1.84 1.62 -0.70
N -2.00 -2.57 3.00 -0.80
N -0.36 -3.80 2.64 -0.81
H -2.55 -1.73 2.88 0.42
H -2.28 -3.37 3.55 0.37
H 0.59 -4.03 2.40 0.40
H -0.84 -4.50 3.18 0.38
C -3.23 1.76 -1.98 0.74
O -2.42 2.54 -2.39 -0.68
N -4.45 1.56 -2.41 -0.83
N -2.86 0.80 -1.25 -0.81
H -4.92 0.80 -1.95 0.37
H -4.96 2.12 -3.09 0.41
H -1.88 0.61 -1.15 0.43
H -3.59 0.24 -0.81 0.37
C -3.42 3.46 1.67 0.76
O -3.28 2.31 1.95 -0.68
N -4.32 4.25 2.20 -0.82
N -2.46 4.17 1.12 -0.83
H -4.37 5.21 1.91 0.38
H -5.03 3.96 2.86 0.40
H -2.59 5.15 0.91 0.38
H -1.60 3.70 0.88 0.43
C 0.30 1.49 1.81 0.75
O 0.26 2.16 2.84 -0.70
N -0.64 1.56 0.87 -0.87
N 1.29 0.80 1.46 -0.81
H -1.59 1.84 1.08 0.42
H -0.57 1.18 -0.06 0.38
H 1.99 0.69 2.18 0.43
H 1.18 0.28 0.61 0.38
C 3.59 0.94 -3.47 0.74
O 3.65 1.65 -4.42 -0.65
N 2.52 0.87 -2.70 -0.84
N 4.41 0.03 -3.19 -0.82
H 1.67 1.38 -2.91 0.43
H 2.59 0.26 -1.90 0.36
H 5.21 -0.06 -3.80 0.41
H 4.37 -0.55 -2.36 0.37
C 0.10 -1.49 -2.09 0.76
O -0.46 -0.44 -1.94 -0.69
N 0.46 -2.22 -1.09 -0.84
N 0.80 -2.02 -3.02 -0.81
H 0.22 -1.81 -0.20 0.43
H 1.17 -2.93 -1.21 0.36
H 0.89 -1.43 -3.84 0.41
H 1.36 -2.85 -2.89 0.38
```

Computed properties:
SMILES ... NC(N)=O.NC(N)=O.NC(N)=O.NC(N)=O.NC(N)=O.NC(N)=O.NC(N)=O
Kohn-Sham gap ... 8.0 eV
LUMO energy ... -0.55 eV



Relative energies, in eV, with the most stable structure set to zero: w 0.000; x 6.145.



## w
ORCA calculation (ωB97M-V/def2-TZVPD) on the ion C3H6ClN2 with charge +1.

```
12
Properties=species:S:1:pos:R:3:nbo_charge:R:1
C 2.47 -1.30 -0.15 0.15
C 0.49 0.23 -0.12 0.42
C -2.01 0.88 0.12 -0.44
N 1.34 -0.76 -0.20 -0.37
N -0.84 0.01 0.22 -0.55
Cl 1.14 1.69 -0.57 0.20
H 2.86 -2.04 -0.87 0.24
H 2.95 -1.14 0.80 0.21
H -1.79 1.52 -0.70 0.22
H -2.46 1.48 0.94 0.24
H -2.92 0.30 -0.15 0.24
H -1.21 -0.85 0.67 0.44
```

Computed properties:
SMILES ... C=N/C(Cl)=[NH+]/C
Net charge ... +1
Kohn-Sham gap ... 9.4 eV
LUMO energy ... -5.18 eV



## x
ORCA calculation (ωB97M-V/def2-TZVPD) on a cluster of 2 separate species, C3H6ClN2 in total.

```
12
Properties=species:S:1:pos:R:3:nbo_charge:R:1
C -2.75 -1.70 -0.17 -0.18
C -2.71 -0.54 0.13 -0.16
C 1.26 0.67 -0.34 0.40
N 2.46 0.25 -0.44 -0.70
N 0.56 0.80 0.76 -0.74
Cl -2.77 1.09 0.45 0.13
H 0.67 0.94 -1.27 0.24
H -2.70 -2.59 -0.66 0.24
H 2.86 0.02 -1.33 0.44
H 2.88 -0.34 0.37 0.44
H -0.50 1.00 0.75 0.45
H 0.75 0.41 1.74 0.44
```

Computed properties:
Net charge ... +1
Kohn-Sham gap ... 10.0 eV
LUMO energy ... -3.72 eV



Relative energies, in eV, with the most stable structure set to zero: w 0.000; x 0.253.